Computed, not measured: a 13-piece molecular cluster, C57H59Cl4N11 overall, with ωB97M-V/def2-TZVPD.

Frontier orbital gap: 9.90 eV
Calculated total energy: -4650.370426 hartree
LUMO: 0.521 eV
Highest occupied orbital energy: -9.38 eV

Last column: Löwdin charge in e.
Geometry (Å):
N 11.437246 12.454229 14.337070  0.059
C 11.691702 12.064023 15.573042  -0.163
C 10.654412 12.027848 16.543584  -0.080
C 9.393976 12.480988 16.184780  -0.092
C 9.151758 12.887996 14.888221  -0.063
C 10.194613 12.843498 14.004575  -0.135
H 12.679430 11.680056 15.777903  0.066
H 10.799453 11.697140 17.645970  0.085
H 8.611460 12.492007 16.945406  0.086
H 8.158521 13.195375 14.673371  0.100
H 10.075399 12.941190 12.901752  0.114
N 11.933777 19.505980 11.499123  0.060
C 13.032098 20.169376 11.915890  -0.167
C 14.196045 20.131865 11.222504  -0.088
C 14.246268 19.462687 9.983117  -0.073
C 13.152257 18.733991 9.578623  -0.079
C 12.015349 18.789452 10.377101  -0.157
H 12.940110 20.709985 12.910338  0.125
H 15.070763 20.684261 11.598698  0.105
H 15.208757 19.471570 9.449258  0.111
H 13.217571 18.158024 8.689126  0.092
H 11.094476 18.407100 9.991153  0.089
N 16.039373 19.720432 14.421362  0.057
C 17.021978 19.156286 13.783041  -0.189
C 18.222655 18.805870 14.350577  -0.062
C 18.313718 18.944164 15.731500  -0.072
C 17.267059 19.487858 16.472133  -0.064
C 16.129515 19.860660 15.767387  -0.128
H 16.919415 19.004246 12.713198  0.086
H 18.988177 18.279756 13.821262  0.096
H 19.255188 18.688864 16.301697  0.123
H 17.265225 19.505700 17.557530  0.088
H 15.349007 20.235049 16.362044  0.089
N 7.619925 15.267918 18.920323  0.064
C 7.971356 16.513354 19.257018  -0.178
C 9.199135 16.914240 19.671180  -0.067
C 10.223983 15.963061 19.707458  -0.100
C 9.931065 14.709816 19.347621  -0.090
C 8.602584 14.368547 19.044743  -0.141
H 7.073167 17.179871 19.117833  0.123
H 9.377910 17.952674 19.920928  0.106
H 11.226675 16.179631 19.893821  0.090
H 10.587338 13.853253 19.350387  0.078
H 8.384619 13.306949 18.784437  0.098
N 12.247463 15.130762 9.872886  0.048
C 11.830255 13.906277 9.464401  -0.132
C 11.945387 12.776773 10.265187  -0.062
C 12.527481 12.851044 11.531919  -0.130
C 12.973278 14.045997 11.937577  -0.077
C 12.796086 15.178617 11.075204  -0.171
H 11.353354 13.909462 8.508576  0.093
H 11.570840 11.831723 9.910037  0.096
H 12.659339 12.010651 12.207188  0.099
H 13.443736 14.064318 12.921481  0.083
H 13.082034 16.197099 11.381255  0.095
N 18.922838 11.797547 10.733438  0.064
C 17.750303 11.407175 11.300859  -0.141
C 16.536606 12.059025 11.128061  -0.054
C 16.523263 13.246018 10.396039  -0.057
C 17.690830 13.576017 9.742296  -0.086
C 18.867018 12.883819 9.956889  -0.167
H 17.765938 10.526967 11.891012  0.079
H 15.721725 11.582457 11.639560  0.095
H 15.649488 13.918996 10.355890  0.090
H 17.775980 14.477378 9.126637  0.090
H 19.740644 13.316993 9.484394  0.104
N 17.084494 18.006988 19.786202  0.054
C 15.921145 17.602630 19.304243  -0.187
C 15.748843 16.477015 18.549854  -0.090
C 16.832741 15.700012 18.248389  -0.067
C 18.077538 16.135040 18.678304  -0.062
C 18.138395 17.333643 19.369224  -0.179
H 15.057632 18.279127 19.506626  0.118
H 14.682719 16.290102 18.347387  0.092
H 16.736284 14.793206 17.660745  0.094
H 18.984379 15.587364 18.593123  0.090
H 19.101519 17.740519 19.657335  0.104
N 18.811955 13.728038 15.812654  0.026
C 19.993789 13.046127 15.795375  -0.128
C 20.679156 12.971403 14.562382  -0.069
C 20.207984 13.598645 13.376317  -0.072
C 19.044810 14.351634 13.529980  -0.064
C 18.336297 14.355694 14.750421  -0.155
H 20.284790 12.578446 16.702211  0.092
H 21.628179 12.385210 14.504868  0.107
H 20.767045 13.557266 12.451817  0.098
H 18.704284 14.693520 12.537735  0.097
H 17.302133 14.740856 14.707688  0.111
N 13.746886 15.414847 14.981138  0.074
C 12.849681 15.401336 15.950653  -0.182
C 12.308962 16.502951 16.612562  -0.049
C 12.728880 17.756215 16.095786  -0.087
C 13.553344 17.842136 15.011378  -0.101
C 14.098184 16.662936 14.533619  -0.118
H 12.626601 14.345850 16.226123  0.073
H 11.599061 16.482993 17.420221  0.078
H 12.246882 18.685087 16.460505  0.120
H 13.847369 18.783680 14.572220  0.071
H 14.919754 16.632616 13.858693  0.081
N 17.413301 17.237164 10.546142  0.069
C 18.006124 17.471791 9.382012  -0.176
C 17.409213 17.141648 8.200745  -0.077
C 16.106733 16.571026 8.212553  -0.076
C 15.492087 16.282801 9.388187  -0.095
C 16.209921 16.703304 10.533771  -0.158
H 19.003911 17.935640 9.452140  0.114
H 17.970161 17.341619 7.286876  0.104
H 15.565394 16.474229 7.249460  0.123
H 14.507059 15.866013 9.423641  0.068
H 15.679340 16.737655 11.420417  0.071
N 15.235433 11.099078 16.047058  0.054
C 14.907619 9.836519 15.769586  -0.189
C 15.748044 8.975847 15.139030  -0.063
C 17.036424 9.359404 14.717123  -0.050
C 17.383847 10.627119 15.074032  -0.086
C 16.505181 11.484809 15.703036  -0.098
H 13.827736 9.654631 16.003805  0.088
H 15.312636 8.044490 14.958756  0.084
H 17.785685 8.766931 14.255231  0.101
H 18.399344 11.013735 15.004290  0.094
H 16.801791 12.446420 15.967843  0.055
C 10.007376 17.698921 13.573987  -0.990
Cl 8.907736 17.652342 14.971229  0.492
Cl 9.367429 16.760058 12.155155  0.465
H 10.132584 18.722738 13.193167  0.009
H 10.969849 17.258551 13.846403  0.001
C 14.137331 11.453410 19.005522  -0.973
Cl 12.922999 10.196326 18.627262  0.539
Cl 13.576606 13.128727 18.818992  0.535
H 14.370369 11.227562 20.059927  0.029
H 15.003303 11.420561 18.311042  0.002

Cartesian forces (eV/Å) of the 3 atoms listed first:
-0.048 -0.038 -0.197
-1.581 -0.355 0.929
0.621 -0.153 1.587